# 1
C56H126N8O3 | ωB97M-V with the def2-TZVPD basis set

Output
LUMO level ... -12.9 eV
Orbital gap ... 0.28758 Ha
Total charge ... +6
Energy relative to the best compared isomer or geometry (same formula, charge and spin) ... 58.637 eV

```
193
C56H126N8O3 ωB97M-V with the def2-TZVPD basis set
N 0.088 -0.977 0.793
O -0.607 -1.723 0.103
O -0.327 0.078 1.238
O 1.277 -1.186 0.859
C 5.612 -0.980 -5.728
C 4.409 -0.873 -4.773
C 4.521 0.050 -3.517
N 3.815 -0.465 -2.258
C 4.727 -1.571 -1.702
C 2.419 -0.952 -2.631
C 1.451 -0.732 -1.426
C 2.240 0.183 -0.514
C 3.486 0.693 -1.287
H 5.559 -0.096 -6.364
H 5.345 -1.848 -6.331
H 6.583 -1.187 -5.279
H 4.074 -1.866 -4.474
H 3.574 -0.537 -5.388
H 4.054 0.976 -3.853
H 5.557 0.292 -3.280
H 5.594 -1.080 -1.260
H 5.118 -2.211 -2.492
H 4.265 -2.163 -0.912
H 2.340 -1.936 -3.092
H 2.030 -0.216 -3.335
H 1.345 -1.728 -0.997
H 0.422 -0.437 -1.633
H 2.432 -0.343 0.422
H 1.649 1.076 -0.312
H 4.361 0.986 -0.706
H 3.243 1.468 -2.014
C -2.658 2.426 0.946
C -3.547 1.347 0.294
C -2.989 -0.042 0.507
N -3.839 -1.320 0.335
C -4.656 -1.187 -1.011
C -2.918 -2.543 0.327
C -3.577 -3.457 1.338
C -4.998 -3.047 1.608
C -4.971 -1.580 1.379
H -1.875 2.787 0.279
H -2.108 2.084 1.823
H -3.260 3.294 1.214
H -3.873 1.508 -0.733
H -4.477 1.143 0.826
H -2.536 -0.248 1.476
H -2.180 -0.236 -0.197
H -3.869 -1.188 -1.765
H -5.243 -0.280 -0.866
H -5.302 -2.006 -1.328
H -2.807 -2.986 -0.663
H -1.980 -2.201 0.765
H -3.625 -4.481 0.968
H -2.948 -3.529 2.226
H -5.779 -3.509 1.005
H -5.151 -3.356 2.642
H -5.940 -1.197 1.059
H -4.681 -0.920 2.196
C 1.217 5.020 2.531
C 1.766 3.776 1.832
C 2.738 3.100 2.783
N 3.086 1.670 2.283
C 3.797 1.887 0.896
C 1.833 0.632 2.114
C 2.184 -0.547 2.962
C 3.621 -0.504 3.162
C 4.071 0.940 3.286
H 0.770 4.830 3.507
H 0.522 5.624 1.948
H 2.066 5.675 2.728
H 2.060 4.178 0.862
H 0.941 3.093 1.632
H 2.326 2.887 3.769
H 3.653 3.686 2.862
H 3.068 2.092 0.112
H 4.219 0.916 0.635
H 4.641 2.576 0.922
H 1.707 0.282 1.090
H 0.850 1.089 2.234
H 1.993 -1.488 2.445
H 1.582 -0.564 3.870
H 4.081 -0.988 2.300
H 3.876 -0.943 4.127
H 5.115 1.134 3.044
H 3.722 1.238 4.275
C -0.263 1.004 -0.051
C -0.804 2.349 -0.683
C 0.447 3.095 -1.430
N 0.261 3.618 -2.893
C 0.387 2.364 -3.749
C 1.449 4.613 -3.390
C 0.841 5.677 -4.254
C -0.697 5.401 -4.177
C -1.016 4.388 -3.006
H -1.059 0.303 0.199
H 0.205 1.152 0.922
H 0.530 0.514 -0.617
H -1.216 3.077 0.017
H -1.695 2.387 -1.309
H 1.265 2.394 -1.260
H 0.790 3.925 -0.813
H 1.355 2.005 -3.399
H 0.332 2.657 -4.797
H -0.452 1.739 -3.442
H 2.233 4.024 -3.867
H 1.921 5.056 -2.513
H 1.267 5.920 -5.228
H 1.098 6.533 -3.630
H -0.989 5.011 -5.152
H -1.273 6.278 -3.883
H -1.899 3.761 -3.132
H -1.194 4.918 -2.070
C -1.905 -2.552 2.589
C -1.095 -1.496 3.328
C -1.963 -0.659 4.250
N -1.222 0.610 4.742
C -0.649 1.499 3.643
C -2.172 1.457 5.601
C -1.347 2.132 6.779
C -0.208 1.150 7.136
C -0.174 0.297 5.831
H -2.562 -1.970 1.943
H -2.301 -3.323 3.251
H -1.200 -3.035 1.913
H -0.753 -0.892 2.488
H -0.262 -1.929 3.881
H -2.430 -1.249 5.038
H -2.831 -0.342 3.672
H -0.111 2.345 4.071
H -1.564 1.701 3.086
H 0.144 0.826 3.319
H -2.783 2.078 4.946
H -2.902 0.713 5.919
H -0.992 3.112 6.461
H -1.959 2.317 7.662
H 0.732 1.648 7.374
H -0.416 0.462 7.956
H 0.766 0.346 5.281
H -0.316 -0.750 6.099
C 4.714 -2.723 2.224
C 3.275 -3.303 2.457
C 2.514 -3.368 1.067
N 1.279 -4.310 0.911
C 1.660 -5.821 1.012
C 0.505 -3.961 -0.409
C -0.897 -4.337 -0.219
C -1.214 -4.305 1.317
C 0.165 -3.946 1.944
H 4.912 -2.064 3.070
H 4.711 -2.019 1.392
H 5.483 -3.496 2.202
H 2.581 -2.733 3.074
H 3.201 -4.299 2.893
H 3.244 -3.849 0.415
H 2.286 -2.371 0.690
H 0.787 -6.472 0.974
H 1.986 -5.920 2.047
H 2.521 -6.179 0.446
H 1.050 -4.559 -1.139
H 0.725 -2.943 -0.729
H -1.064 -5.352 -0.581
H -1.592 -3.797 -0.861
H -1.498 -5.329 1.560
H -2.031 -3.741 1.768
H 0.264 -4.487 2.885
H 0.179 -2.926 2.327
C -0.614 -1.420 -1.690
C -1.297 -0.269 -2.487
C -2.310 -0.716 -3.558
N -2.995 0.446 -4.305
C -2.029 1.380 -5.077
C -3.956 1.233 -3.322
C -5.299 0.596 -3.576
C -5.296 0.215 -5.101
C -3.880 -0.252 -5.353
H -0.186 -2.094 -2.433
H -1.193 -2.074 -1.039
H 0.137 -0.919 -1.080
H -0.523 0.307 -2.994
H -1.783 0.488 -1.871
H -3.153 -1.235 -3.100
H -1.726 -1.323 -4.250
H -2.642 2.053 -5.676
H -1.508 0.634 -5.677
H -1.235 1.784 -4.448
H -3.872 2.268 -3.654
H -3.677 1.104 -2.276
H -6.160 1.262 -3.521
H -5.372 -0.161 -2.794
H -5.340 1.165 -5.633
H -6.082 -0.426 -5.499
H -3.634 -0.015 -6.388
H -3.831 -1.340 -5.308
```



# 2
C56H132InKN5O15 | ωB97M-V with the def2-TZVPD basis set

Output
LUMO level ... -7.0 eV
Orbital gap ... 0.09138 Ha
Total charge ... +1

```
210
C56H132InKN5O15 ωB97M-V with the def2-TZVPD basis set
K -5.534 -3.053 -0.374
In -2.354 -4.961 2.759
C -0.761 -1.058 -0.168
C -1.563 -2.398 -0.226
O -2.570 -2.557 0.748
H -0.395 -1.025 0.859
H -1.349 -0.173 -0.412
H 0.098 -1.096 -0.837
H -0.832 -3.207 -0.238
H -1.900 -2.434 -1.262
O -1.247 -6.950 0.352
C -2.128 -6.521 -0.682
C -3.741 -6.477 -0.538
O -4.317 -5.844 0.612
H -1.934 -7.266 -1.454
H -1.968 -5.552 -1.155
H -4.145 -7.489 -0.559
H -4.062 -6.071 -1.497
C 4.256 0.082 -0.953
C 3.526 1.355 -0.325
C 4.307 1.755 1.005
C 4.066 3.173 1.561
C 4.060 4.163 0.371
C 3.324 3.832 -0.928
N 3.619 2.450 -1.268
O 2.964 2.135 -2.409
C 1.842 4.139 -0.779
C 3.792 4.803 -2.007
C 2.081 0.846 -0.007
H 3.883 -0.187 -1.941
H 4.184 -0.818 -0.342
H 5.294 0.330 -1.172
H 4.198 1.006 1.789
H 5.375 1.665 0.804
H 4.861 3.317 2.293
H 3.102 3.109 2.065
H 5.093 4.251 0.035
H 3.723 5.107 0.800
H 1.186 3.341 -0.433
H 1.604 5.035 -0.205
H 1.454 4.452 -1.749
H 3.505 5.841 -1.838
H 4.879 4.750 -2.054
H 3.492 4.522 -3.016
H 2.084 0.038 0.726
H 1.707 0.434 -0.944
H 1.396 1.529 0.495
H 3.671 1.759 -2.938
C 1.971 -3.760 -3.181
C 0.984 -3.990 -4.353
C 0.012 -2.771 -4.420
C -0.833 -2.699 -5.734
C 0.056 -3.009 -6.987
C 1.067 -4.188 -6.955
N 1.718 -4.180 -5.632
O 2.844 -5.028 -5.483
C 0.272 -5.529 -7.237
C 2.045 -3.869 -8.110
C 0.040 -5.238 -3.952
H 1.510 -3.666 -2.198
H 2.595 -2.892 -3.390
H 2.695 -4.572 -3.109
H -0.651 -2.787 -3.555
H 0.516 -1.817 -4.265
H -1.339 -1.735 -5.791
H -1.684 -3.380 -5.757
H 0.525 -2.069 -7.277
H -0.675 -3.285 -7.748
H 0.833 -6.368 -6.825
H -0.798 -5.610 -7.049
H 0.274 -5.795 -8.294
H 1.590 -4.235 -9.030
H 2.387 -2.834 -8.091
H 2.948 -4.472 -8.005
H -0.554 -4.951 -3.084
H 0.682 -6.097 -3.759
H -0.571 -5.436 -4.833
H 3.584 -4.429 -5.359
C -1.117 6.002 -7.405
C -0.237 5.380 -6.335
C -0.530 6.019 -4.913
C -0.358 5.054 -3.752
C -1.133 3.732 -4.062
C -0.715 3.027 -5.338
N -0.616 3.960 -6.469
O -0.105 3.304 -7.627
C 0.620 2.292 -5.150
C -1.817 2.036 -5.543
C 1.187 5.747 -6.636
H -0.974 5.378 -8.288
H -0.924 7.065 -7.552
H -2.173 5.927 -7.145
H 0.251 6.722 -4.623
H -1.514 6.484 -4.966
H -0.675 5.481 -2.800
H 0.676 4.714 -3.708
H -2.219 3.826 -4.057
H -0.885 3.150 -3.174
H 0.911 1.786 -6.071
H 1.358 3.086 -5.041
H 0.791 1.740 -4.226
H -2.773 2.524 -5.731
H -1.786 1.437 -6.453
H -1.842 1.277 -4.762
H 1.495 6.765 -6.400
H 1.480 5.614 -7.677
H 1.921 5.150 -6.095
H 0.719 2.980 -7.257
C 5.355 -1.511 8.582
C 4.673 -0.276 8.039
C 5.736 0.754 7.614
C 5.230 2.067 6.959
C 4.358 1.670 5.699
C 3.310 0.496 5.913
N 3.953 -0.582 6.762
O 3.123 -1.634 6.900
C 1.936 1.030 6.438
C 3.162 -0.149 4.480
C 3.850 0.247 9.287
H 5.927 -1.452 9.508
H 6.041 -1.974 7.873
H 4.657 -2.333 8.739
H 6.422 0.777 8.460
H 6.379 0.271 6.878
H 6.064 2.664 6.589
H 4.663 2.565 7.746
H 5.025 1.377 4.887
H 3.804 2.528 5.318
H 1.990 1.258 7.503
H 1.451 1.860 5.925
H 1.190 0.236 6.401
H 2.524 0.433 3.815
H 4.080 -0.467 3.987
H 2.580 -1.068 4.554
H 3.018 -0.432 9.470
H 3.400 1.230 9.146
H 4.423 0.198 10.214
H 3.552 -2.373 6.462
C -5.269 2.644 4.206
C -5.285 3.016 2.750
C -5.641 4.542 2.613
C -4.403 5.456 2.857
C -3.250 4.962 2.016
C -2.802 3.491 2.157
N -4.032 2.673 2.097
O -3.747 1.328 2.201
C -1.915 3.238 0.864
C -1.963 3.291 3.499
C -6.423 2.282 2.044
H -6.286 2.642 4.596
H -4.633 3.269 4.833
H -4.795 1.681 4.396
H -6.217 4.756 1.713
H -6.417 4.834 3.320
H -4.140 5.380 3.912
H -4.747 6.481 2.715
H -2.355 5.474 2.372
H -3.342 5.353 1.003
H -2.546 3.125 -0.017
H -1.146 3.989 0.679
H -1.326 2.329 0.985
H -0.892 3.474 3.420
H -2.471 3.819 4.306
H -2.039 2.253 3.821
H -7.392 2.703 2.312
H -6.267 1.219 2.230
H -6.317 2.523 0.986
H -4.043 1.015 1.343
C -4.490 0.532 -1.216
O -4.454 -0.282 -0.028
H -4.263 0.025 -2.154
H -5.431 1.072 -1.315
H -3.621 1.188 -1.167
H -3.674 -0.815 0.142
C 2.514 -6.813 0.277
O 1.416 -7.635 0.645
H 2.336 -5.846 0.745
H 3.431 -7.244 0.680
H 2.638 -6.663 -0.796
H 0.574 -7.277 0.352
C -2.383 -0.838 4.445
O -2.653 -1.868 3.526
H -1.538 -0.278 4.046
H -3.263 -0.213 4.596
H -2.207 -1.331 5.402
H -2.715 -1.455 2.662
C -5.504 -2.002 3.469
O -5.045 -3.318 3.125
H -4.918 -1.189 3.040
H -6.534 -1.829 3.158
H -5.452 -1.774 4.533
H -5.447 -3.915 3.760
C -3.579 -3.488 -3.443
O -4.499 -2.486 -3.893
H -3.459 -4.188 -4.270
H -2.658 -3.049 -3.062
H -4.011 -4.132 -2.677
H -5.310 -2.976 -4.046
C 1.481 -3.160 2.431
O 0.695 -4.298 2.202
H 0.902 -2.279 2.708
H 2.140 -3.255 3.294
H 2.109 -2.848 1.596
H 1.191 -5.095 2.403
C 0.218 -3.148 5.925
O -0.679 -4.033 5.294
H 0.284 -3.233 7.009
H 1.247 -3.420 5.689
H 0.050 -2.100 5.675
H -0.100 -4.746 5.013
```